# 1
C16H24N2OS | ωB97M-V/def2-TZVPD

CARTESIAN COORDINATES (ANGSTROEM)
C  -3.743  -2.047  -1.842
C  -4.024  -0.680  -1.226
N  -3.096  -0.397  -0.153
C  -3.333  -1.139  1.085
C  -3.390  -0.105  2.211
C  -2.565  1.045  1.646
C  -2.930  1.022  0.162
C  -1.828  1.621  -0.727
N  -0.676  0.757  -0.722
C  0.504  1.108  -0.157
O  0.769  2.251  0.166
C  1.460  -0.017  -0.006
C  1.103  -1.312  0.233
S  2.462  -2.348  0.414
C  3.548  -1.017  0.161
C  2.879  0.149  -0.042
C  3.591  1.443  -0.270
C  5.054  1.198  -0.635
C  5.684  0.195  0.329
C  5.028  -1.177  0.165
H  -4.420  -2.227  -2.674
H  -2.721  -2.088  -2.208
H  -3.878  -2.838  -1.109
H  -3.894  0.087  -1.993
H  -5.074  -0.639  -0.882
H  -2.500  -1.835  1.245
H  -4.255  -1.725  1.028
H  -4.420  0.219  2.373
H  -2.997  -0.490  3.150
H  -1.500  0.843  1.766
H  -2.792  2.004  2.108
H  -3.864  1.585  -0.004
H  -1.518  2.597  -0.350
H  -2.191  1.734  -1.755
H  -0.900  -0.218  -0.857
H  0.123  -1.731  0.351
H  3.084  2.009  -1.054
H  3.522  2.042  0.642
H  5.602  2.141  -0.605
H  5.117  0.804  -1.652
H  6.757  0.112  0.146
H  5.541  0.545  1.354
H  5.335  -1.850  0.970
H  5.349  -1.631  -0.779

Results
gap between HOMO and LUMO	9.266	eV
structure (SMILES)	CCN1CCC[C@H]1CNC(=O)c1csc2c1CCCC2
M	292.4	u
HOMO	-0.3146	Eh
energy above the lowest of the compared OMol25 structures with the same formula, charge and spin	0.00	kJ/mol

=====

# 2
C16H24N6O3S | ωB97M-V/def2-TZVPD

CARTESIAN COORDINATES (ANGSTROEM)
C  -5.916  -3.665  -2.837
N  -5.092  -2.529  -3.250
C  -4.115  -1.935  -2.558
O  -3.555  -0.959  -3.039
C  -3.727  -2.465  -1.162
C  -4.688  -1.925  -0.091
C  -3.815  -1.785  1.154
C  -2.474  -1.370  0.559
N  -2.382  -2.077  -0.709
C  -1.198  -2.424  -1.253
C  -1.167  -3.267  -2.515
O  -0.125  -2.113  -0.742
H  -5.290  -4.530  -2.615
H  -6.501  -3.401  -1.954
H  -6.603  -3.930  -3.642
H  -5.282  -2.108  -4.148
H  -3.779  -3.553  -1.162
H  -5.055  -0.939  -0.380
H  -5.522  -2.604  0.083
H  -4.202  -1.034  1.842
H  -3.716  -2.752  1.650
H  -2.463  -0.295  0.374
H  -1.663  -1.641  1.236
H  -1.517  -2.669  -3.354
H  -1.786  -4.152  -2.389
H  -0.138  -3.571  -2.706
C  6.814  4.639  -0.526
C  6.077  4.302  0.737
N  6.501  4.769  1.884
S  5.504  4.230  3.143
C  4.468  3.284  2.075
N  3.378  2.526  2.545
C  2.705  2.943  3.790
C  2.981  1.214  1.953
C  1.547  1.125  1.390
N  0.968  -0.084  1.120
O  0.798  2.081  1.268
C  4.899  3.453  0.786
C  4.296  2.930  -0.400
N  3.829  2.488  -1.371
H  6.153  5.178  -1.211
H  7.683  5.265  -0.308
H  7.154  3.722  -1.017
H  3.327  2.708  4.659
H  2.506  4.020  3.774
H  1.744  2.431  3.907
H  3.674  0.921  1.162
H  3.072  0.454  2.733
H  1.578  -0.877  0.945
H  0.113  -0.028  0.571

Results
gap between HOMO and LUMO	8.868	eV
structure (SMILES)	CNC(=O)[C@@H]1CCCN1C(C)=O.Cc1nsc(N(C)CC(N)=O)c1C#N
M	380.5	u
HOMO	-0.3095	Eh

=====

# 3
C16H24N8 | ωB97M-V/def2-TZVPD

CARTESIAN COORDINATES (ANGSTROEM)
C  -13.072  -1.157  -9.460
C  -13.140  -1.410  -8.002
N  -13.201  -1.725  -6.937
H  -13.297  -0.117  -9.681
H  -13.708  -1.879  -9.971
H  -12.041  -1.275  -9.768
C  -13.765  3.629  -11.253
C  -13.313  4.314  -10.081
N  -12.945  4.826  -9.116
H  -13.134  2.770  -11.460
H  -13.770  4.230  -12.138
H  -14.783  3.236  -11.080
C  -10.506  2.421  -11.165
C  -10.006  3.638  -11.805
N  -9.644  4.610  -12.273
H  -11.066  2.661  -10.260
H  -9.612  1.840  -10.922
H  -11.112  1.866  -11.894
C  -16.107  -0.971  -18.243
C  -15.946  -1.291  -16.838
N  -15.826  -1.551  -15.711
H  -16.650  -0.040  -18.380
H  -16.596  -1.766  -18.835
H  -15.170  -0.819  -18.734
C  -14.735  2.103  -15.384
C  -14.198  3.452  -15.147
N  -13.849  4.519  -15.038
H  -14.035  1.405  -14.957
H  -14.819  1.953  -16.457
H  -15.677  1.981  -14.868
C  -10.202  -4.632  -10.952
C  -10.432  -3.301  -11.476
N  -10.619  -2.229  -11.846
H  -9.381  -4.636  -10.237
H  -9.928  -5.316  -11.763
H  -11.119  -5.020  -10.502
C  -13.709  -2.096  -13.038
C  -13.365  -0.689  -12.961
N  -13.116  0.429  -12.919
H  -12.820  -2.612  -13.339
H  -14.498  -2.300  -13.748
H  -13.923  -2.496  -12.050
C  -14.348  -7.357  -10.952
C  -14.209  -5.909  -10.892
N  -14.128  -4.753  -10.869
H  -14.564  -7.778  -9.962
H  -13.434  -7.836  -11.339
H  -15.132  -7.694  -11.613

Results
gap between HOMO and LUMO	11.128	eV
structure (SMILES)	CC#N.CC#N.CC#N.CC#N.CC#N.CC#N.CC#N.CC#N
M	328.4	u
HOMO	-0.4090	Eh
energy above the lowest of the compared OMol25 structures with the same formula, charge and spin	73.44	kJ/mol

=====

# 4
C16H24O5 | ωB97M-V/def2-TZVPD

CARTESIAN COORDINATES (ANGSTROEM)
C  -3.269  3.030  -3.096
O  -2.174  2.930  -2.211
C  -2.326  1.943  -1.227
C  -0.957  1.788  -0.550
C  -1.040  0.907  0.675
O  -0.807  1.479  1.931
C  0.139  0.555  1.475
C  1.541  1.038  1.156
O  2.271  1.305  2.328
C  2.268  -0.013  0.285
C  3.652  0.500  -0.112
O  1.448  -0.269  -0.842
C  1.658  -1.531  -1.450
C  1.245  -2.677  -0.559
C  -0.049  -2.711  -0.050
C  -0.442  -3.731  0.796
C  0.453  -4.733  1.138
C  1.741  -4.707  0.632
C  2.137  -3.680  -0.208
O  -3.380  2.220  -0.349
C  -3.214  3.381  0.451
H  -3.384  2.106  -3.676
H  -4.200  3.227  -2.556
H  -3.047  3.859  -3.764
H  -2.629  0.987  -1.692
H  -0.263  1.354  -1.270
H  -0.596  2.779  -0.274
H  -1.864  0.195  0.661
H  0.122  -0.399  2.007
H  1.499  1.987  0.615
H  2.159  0.572  2.945
H  2.371  -0.934  0.883
H  4.252  -0.291  -0.554
H  4.159  0.878  0.771
H  3.543  1.307  -0.832
H  1.032  -1.509  -2.347
H  2.705  -1.647  -1.758
H  -0.736  -1.923  -0.321
H  -1.448  -3.749  1.188
H  0.146  -5.531  1.797
H  2.442  -5.485  0.897
H  3.146  -3.661  -0.597
H  -2.860  4.220  -0.153
H  -4.201  3.608  0.851
H  -2.520  3.196  1.274

Results
gap between HOMO and LUMO	10.255	eV
structure (SMILES)	COC(C[C@@H]1O[C@@H]1[C@@H](O)[C@H](C)OCc1ccccc1)OC
M	296.4	u
HOMO	-0.3498	Eh
energy above the lowest of the compared OMol25 structures with the same formula, charge and spin	126.26	kJ/mol

=====

# 5
C16H24O8 | ωB97M-V/def2-TZVPD

CARTESIAN COORDINATES (ANGSTROEM)
O  23.724  -4.264  -6.238
C  24.642  -4.778  -6.880
C  24.682  -5.041  -8.339
C  25.882  -5.950  -8.352
C  26.645  -5.711  -7.189
O  25.838  -4.996  -6.260
H  23.830  -5.662  -8.612
H  24.755  -4.077  -8.843
H  25.664  -7.000  -8.548
H  26.363  -5.631  -9.276
H  27.130  -6.622  -6.839
H  27.503  -5.133  -7.533
O  22.657  -0.411  0.603
C  21.752  -0.831  -0.084
C  20.489  -1.625  0.400
C  19.494  -1.323  -0.676
C  20.397  -1.012  -1.922
O  21.527  -0.362  -1.393
H  20.819  -2.659  0.502
H  20.284  -1.274  1.411
H  18.785  -2.148  -0.750
H  18.874  -0.452  -0.462
H  20.686  -1.802  -2.616
H  19.906  -0.312  -2.598
O  18.360  1.670  4.311
C  17.487  1.084  3.696
C  16.609  -0.203  3.961
C  15.929  -0.361  2.590
C  15.895  0.960  1.988
O  17.034  1.538  2.532
H  17.169  -1.061  4.334
H  15.920  0.039  4.771
H  16.258  -1.112  1.872
H  14.930  -0.743  2.799
H  15.776  0.934  0.904
H  15.059  1.586  2.299
O  23.255  -9.203  -1.815
C  22.689  -8.875  -0.762
C  23.313  -8.216  0.401
C  22.155  -8.137  1.369
C  20.974  -9.028  0.864
O  21.393  -9.255  -0.480
H  24.106  -8.896  0.712
H  23.719  -7.207  0.328
H  22.512  -8.431  2.356
H  21.707  -7.157  1.531
H  20.969  -9.945  1.453
H  20.038  -8.473  0.930

Results
gap between HOMO and LUMO	10.364	eV
structure (SMILES)	O=C1CCCO1.O=C1CCCO1.O=C1CCCO1.O=C1CCCO1
M	344.4	u
HOMO	-0.3675	Eh
energy above the lowest of the compared OMol25 structures with the same formula, charge and spin	215.96	kJ/mol